Record 1
Computed, not measured: C36H42CaN2O7PS as an isolated structure at a distorted geometry, with ωB97M-V with the def2-TZVPD basis set.

Values from the calculation:
total charge = -1
relative energy (zero: lowest compared OMol25 entry of this formula, charge and spin) = 49.16 kJ/mol
total energy = -93896.0980 eV
LUMO level = 0.0828 hartree

Cartesian coordinates (Å):
Ca -0.24868 0.65700 0.25813
O -0.74874 -2.26811 -1.65896
C -1.09626 -3.05675 -0.53309
C -1.88759 -2.34774 0.55188
N -1.14782 -1.35118 1.33969
C 0.07124 -1.90024 1.97250
C 1.36590 -1.65478 1.16086
O 2.43262 -2.08070 1.57540
O 1.20417 -0.95424 0.08088
C -2.03821 -0.70558 2.34110
C -1.35869 0.47643 3.06608
O -1.56529 0.61095 4.26324
O -0.62054 1.21467 2.30736
H -0.08617 -1.63000 -1.35799
H -1.73880 -3.85374 -0.91033
H -0.20392 -3.53746 -0.11425
H -2.72102 -1.82138 0.08184
H -2.29187 -3.11852 1.22773
H 0.22134 -1.42129 2.94133
H -0.00220 -2.97669 2.15952
H -2.90792 -0.30407 1.81229
H -2.38559 -1.41391 3.09942
C -1.49149 6.59193 1.81199
C -1.89126 5.35546 1.04760
C -2.91721 4.53866 1.51004
C -3.28751 3.37323 0.85040
C -4.36573 2.50325 1.44759
C -2.60709 3.00623 -0.31661
C -1.58431 3.82006 -0.80993
C -0.87330 3.52585 -2.11227
C -1.24290 4.98347 -0.12004
C -2.93139 1.67667 -0.99109
O -4.03083 1.49723 -1.48580
O -1.96239 0.82350 -0.92391
H -2.29547 6.92075 2.47225
H -1.24779 7.41847 1.14172
H -0.60998 6.41936 2.43667
H -3.43939 4.80873 2.42419
H -5.00579 3.09455 2.10385
H -3.92173 1.71149 2.05906
H -4.97298 2.03429 0.67569
H -1.01719 2.50156 -2.45334
H 0.19993 3.69637 -2.00766
H -1.24461 4.19084 -2.89681
H -0.44556 5.60849 -0.51465
N 1.82758 2.11079 0.75498
S 2.32586 3.18127 1.81407
C 1.40768 3.13309 3.32431
C 0.33805 4.01553 3.36588
C -0.50653 4.01358 4.46495
C -0.27451 3.12879 5.50615
C 0.79406 2.24160 5.45218
C 1.64299 2.23722 4.35826
C 3.91761 2.69710 2.40363
C 4.74910 3.66693 2.94984
C 6.01388 3.30873 3.39349
C 6.43900 1.98846 3.28624
C 5.60060 1.02746 2.73637
C 4.33323 1.37772 2.28342
H 1.91004 1.15511 1.12606
H 0.14184 4.66533 2.52015
H -1.35848 4.68166 4.49083
H -0.94387 3.11052 6.35635
H 0.95282 1.53424 6.25567
H 2.46121 1.52893 4.30377
H 4.40424 4.69126 3.03279
H 6.66830 4.06005 3.81714
H 7.42793 1.71016 3.62842
H 5.92441 -0.00228 2.65353
H 3.69312 0.61956 1.84767
C 2.68545 2.36249 -3.08810
P 2.09088 0.93878 -2.09020
C 3.69403 0.29904 -1.50204
C 1.70877 -0.23171 -3.46518
C 0.74916 0.13148 -4.41534
C 0.39020 -0.73214 -5.43874
C 0.97190 -1.99241 -5.52664
C 1.90151 -2.38039 -4.57485
C 2.26345 -1.50791 -3.55296
H 1.85413 2.85653 -3.59169
H 3.41868 2.04722 -3.83377
H 3.14701 3.08924 -2.41532
H 4.32365 -0.00452 -2.34221
H 3.54230 -0.53566 -0.81688
H 4.19155 1.10576 -0.95850
H 0.25682 1.09649 -4.34444
H -0.35932 -0.42664 -6.15823
H 0.68684 -2.67085 -6.32115
H 2.34261 -3.36876 -4.61672
H 2.96785 -1.84048 -2.80066

Cartesian forces, eV/Å:
0.8 1.1 -0.6
-0.2 0.0 0.3
0.2 0.0 -0.2
0.0 0.4 0.1
0.1 -0.1 0.6
-0.1 0.1 -0.1
-0.4 0.4 -0.7
0.1 -0.1 0.3
0.7 -1.0 0.5
0.3 -0.3 -0.2
0.4 0.1 -0.7
-0.2 0.1 0.2
-0.6 -0.3 1.2
0.2 -0.1 0.0
0.0 0.0 0.0
0.0 0.0 0.0
0.0 0.0 0.0
0.0 -0.1 0.0
0.0 0.0 0.0
-0.1 0.0 0.1
0.0 -0.1 -0.1
-0.1 -0.1 0.0
0.0 0.1 0.0
-0.1 0.0 0.0
0.0 0.0 0.0
0.0 0.0 0.1
0.0 0.0 0.0
0.1 0.0 0.0
0.0 0.1 -0.1
0.0 0.0 0.0
0.0 0.0 0.0
0.5 -0.2 0.2
-0.3 0.0 -0.2
-1.5 0.5 -0.8
0.0 0.0 0.0
0.0 0.0 0.0
-0.1 0.1 0.0
0.0 0.0 0.0
0.0 0.0 0.0
0.0 0.0 0.0
0.0 0.0 0.0
-0.1 0.0 0.1
0.0 0.0 0.0
0.0 0.0 0.0
0.0 0.0 0.0
0.1 0.0 0.2
-0.5 0.0 -0.9
-0.2 0.1 0.3
0.0 -0.1 0.0
0.1 -0.1 0.0
0.0 0.0 0.0
0.1 0.1 0.0
-0.1 0.0 0.1
0.4 -0.3 0.2
0.1 -0.1 0.1
0.0 0.0 0.0
-0.1 0.0 0.0
-0.1 0.0 0.0
0.2 0.1 0.1
0.3 0.3 0.1
0.1 -0.2 0.1
0.0 0.0 0.0
0.0 0.0 0.0
0.0 0.0 0.0
0.0 0.0 0.0
0.0 0.0 0.0
0.0 0.0 0.0
0.0 0.0 0.0
0.0 0.0 0.0
0.0 0.0 0.0
0.1 0.1 -0.1
-0.6 -0.3 -0.3
0.2 0.0 0.0
0.0 0.0 0.0
0.0 0.0 0.0
0.0 0.0 0.1
0.0 0.1 0.0
0.0 0.1 0.1
0.0 0.0 0.0
0.0 0.0 0.0
0.0 0.0 0.0
0.0 0.0 0.0
0.0 0.0 0.1
0.0 0.0 0.0
0.0 0.0 0.0
0.0 0.0 0.0
0.0 0.0 0.0
0.0 0.0 0.0
0.0 0.0 0.0
0.0 0.0 0.0

Record 2
Computed, not measured: a 7-piece molecular cluster, C36H42N2O11 overall at a distorted geometry, with ωB97M-V with the def2-TZVPD basis set.

Values from the calculation:
multiplicity = 2
total charge = -1
⟨S²⟩ = 0.76
total energy = -63512.8991 eV
LUMO level (alpha / beta) = 0.0880 / 0.0880 hartree

Cartesian coordinates (Å):
C -7.84212 1.13191 -0.21068
C -6.73719 2.06923 0.33469
N -5.45564 1.43204 0.48534
C -4.31564 1.99932 1.00426
C -3.26260 1.00832 0.83345
N -3.81704 -0.15360 0.37591
C -5.19436 0.10424 0.25500
C -3.09916 -1.38635 0.05002
H -8.30142 0.38571 0.43764
H -7.66981 0.73170 -1.20980
H -8.64899 1.86219 -0.27193
H -6.99341 2.49925 1.30295
H -6.59332 2.94651 -0.29602
H -4.29098 3.06568 1.17357
H -2.18826 0.93954 0.91979
H -5.85497 -0.60345 -0.22372
H -3.39603 -1.76098 -0.92958
H -3.25738 -2.08750 0.86944
H -2.03943 -1.17501 -0.09288
O 0.08889 -0.06786 0.18971
H -0.39487 -0.90903 0.30347
C 2.08291 3.14753 2.58381
C 1.25476 2.54027 1.66304
C 0.84777 3.25405 0.54353
C 1.15356 4.65251 0.45490
C 2.00500 5.28587 1.37824
C 2.37461 4.52049 2.49694
O 3.23713 4.97648 3.45737
O 0.13057 2.63123 -0.42893
H 2.24997 2.57705 3.48550
H 0.97099 1.50165 1.74748
H 0.93581 5.15848 -0.47406
H 2.25941 6.33065 1.47878
H 3.55759 5.85659 3.24684
H 0.00552 1.70064 -0.22903
C 2.42060 -3.36764 -0.46470
C 1.44747 -2.95810 -1.32788
C 0.33655 -3.77257 -1.57951
C 0.31326 -5.11177 -1.17576
C 1.31878 -5.49972 -0.30581
C 2.34467 -4.64059 0.08416
O 3.22014 -5.01617 1.10716
O -0.65744 -3.25526 -2.40308
H 3.28499 -2.77199 -0.21084
H 1.44950 -1.94338 -1.69767
H -0.50126 -5.75781 -1.46835
H 1.27433 -6.43569 0.23120
H 3.65664 -4.30242 1.57792
H -0.44984 -2.32526 -2.51970
C 5.01642 2.03613 1.52949
C 4.28041 0.87163 1.48746
C 3.37439 0.69868 0.37870
C 3.18464 1.71002 -0.59691
C 4.01634 2.86478 -0.47023
C 4.98058 2.95407 0.49234
O 5.84137 4.01558 0.41720
O 2.75302 -0.47482 0.24171
H 5.72343 2.33923 2.28755
H 4.27868 0.20645 2.33830
H 2.33346 1.59146 -1.25100
H 3.94336 3.79279 -1.01783
H 5.57692 4.73297 -0.16333
H 1.79657 -0.39390 0.25734
C -0.88418 -3.95815 2.24420
C -0.30452 -2.70527 2.18213
C -0.77134 -1.63843 2.95967
C -1.85650 -1.79226 3.89353
C -2.26853 -3.08284 4.02003
C -1.91738 -4.18715 3.19640
O -2.47776 -5.42135 3.23900
O -0.32733 -0.31967 2.78724
H -0.56305 -4.57163 1.41540
H 0.45633 -2.35021 1.50284
H -2.09308 -0.87369 4.40991
H -3.10050 -3.35806 4.65129
H -1.93708 -6.17095 2.97944
H -0.00656 -0.33257 1.88250
C 1.64860 -0.43120 -5.64610
C 0.80337 -0.96405 -4.61047
C 0.46660 -0.12210 -3.51706
C 0.84437 1.15286 -3.49715
C 1.66505 1.66506 -4.51356
C 2.06394 0.87628 -5.60031
O 2.89701 1.35877 -6.68072
O -0.44407 -0.53674 -2.63266
H 1.91311 -1.06217 -6.48174
H 0.33800 -1.93820 -4.58087
H 0.58053 1.73412 -2.62599
H 2.08204 2.66067 -4.47770
H 3.19463 0.65122 -7.25724
H -0.36187 -0.23417 -1.72530

Cartesian forces, eV/Å:
-0.6 1.7 0.2
0.7 -1.1 0.3
-0.3 -0.2 -0.3
3.4 -1.9 -0.7
-1.9 1.6 0.3
-0.5 1.5 -0.3
-0.5 -2.9 -0.2
-0.4 0.9 0.1
0.9 -0.2 0.3
0.2 0.1 0.2
-0.4 -0.1 -0.6
-0.5 -0.1 0.3
-0.3 0.0 -0.5
0.4 -0.2 0.2
0.1 0.9 0.5
0.1 0.3 -0.1
-0.5 -0.2 0.2
0.1 -0.4 -0.2
-0.3 0.2 0.4
-0.1 -0.7 -0.5
0.4 0.6 -0.4
-1.3 0.6 0.4
0.3 0.5 -0.3
-0.1 1.5 0.4
0.6 -1.2 -0.7
-0.8 -1.7 1.7
0.8 -1.0 -0.9
0.1 0.3 0.6
0.1 1.6 -0.6
0.7 0.2 0.1
0.0 0.0 0.1
-0.4 0.1 0.0
-0.1 0.3 -0.8
-0.1 0.1 -0.1
-0.1 -1.1 0.5
0.9 -0.9 0.3
-0.9 0.2 0.3
-0.1 0.2 -1.6
0.1 1.3 0.1
0.6 -0.3 1.1
0.0 0.6 0.7
-0.4 -1.1 -0.6
0.4 -1.5 0.8
-0.2 0.4 0.0
0.1 0.0 -0.1
0.0 0.0 0.1
0.0 -0.3 -0.2
-0.3 0.5 -0.5
-0.3 0.8 -0.1
1.3 0.6 -0.2
-1.2 0.7 -1.5
1.5 1.2 0.2
1.5 0.5 2.0
-1.4 -1.1 -0.6
-0.9 0.1 -0.7
1.2 0.2 1.3
0.9 -1.3 0.4
0.0 -0.6 0.6
0.0 -0.3 -0.2
0.3 0.2 -0.3
-0.6 -0.2 -0.9
-0.5 -0.4 -0.1
-1.8 0.3 -0.3
-0.7 0.7 0.4
-0.3 2.1 0.8
-1.4 1.3 1.1
3.4 0.1 -2.1
-2.3 -2.7 0.2
3.3 1.4 -1.9
-1.8 -0.3 1.1
-0.5 -2.1 1.3
-0.2 -0.9 0.4
0.3 -0.9 -0.5
-0.7 -0.4 0.4
-0.2 0.3 0.6
0.5 0.6 -0.2
0.6 1.0 -1.2
-1.8 -1.6 1.5
0.8 1.7 0.1
-0.5 -2.0 -2.1
2.1 2.7 -0.5
0.7 0.1 -0.6
0.8 0.1 -0.9
-1.1 0.6 1.9
-1.3 -1.9 -0.1
0.0 -0.1 -0.1
0.4 -0.3 -0.5
-0.1 0.5 -0.1
-0.2 0.2 0.2
-0.3 -0.3 0.3
0.6 0.7 1.2